Entry 1:
DFT (the ωB97M-V functional and the def2-TZVPD basis) results for a 4-piece molecular cluster, C12H33NO4S2 overall at a distorted geometry.

Summary:
Multiplicity: 1
Orbital gap, eV: 6.2
Energy relative to the best compared isomer or geometry (same formula, charge and spin), kJ/mol: 149.5
Highest occupied orbital energy, eV: -6.4
Total energy, eV: -44316.97744

Geometry as XYZ:
```
52
C12H33NO4S2, DFT the ωB97M-V functional and the def2-TZVPD basis
S 2.66079 2.71283 3.00836
S 3.27352 -1.53858 -1.41880
O 3.61301 3.84778 2.87689
O 4.57934 -1.92554 -1.90359
O 0.69637 1.09475 1.31502
O 0.30950 -0.62586 -3.19143
N -2.54304 -0.45836 -0.55054
C 3.25861 -1.94524 0.36357
C -2.65964 0.57823 0.57217
C -4.35538 0.72509 -2.04350
C -3.79566 -0.56074 -1.40357
C -1.26579 -0.24764 -1.29748
C -2.43430 -1.88751 0.03174
C 2.30365 2.84282 4.77433
C 0.79078 -1.70962 -3.90698
C -3.85137 0.42207 1.47526
C -0.86163 -1.01934 -2.48129
C 3.50907 1.22981 2.99106
C 3.59604 0.24696 -1.19978
H 1.80602 3.58867 5.12174
H 4.32492 1.14882 3.80427
H -4.81733 1.40352 -1.31687
H -1.80834 0.50809 1.03232
H -3.67336 -1.22371 -2.16718
H 1.65964 1.89226 4.98200
H 0.18554 -2.29062 -4.56973
H 4.09977 -1.54668 0.96739
H -0.66527 -2.07580 -2.04320
H 2.78641 0.23178 3.18946
H 1.35261 -2.28657 -3.46607
H -0.51156 0.10941 -0.58773
H -1.41909 -1.92390 0.70098
H 2.87638 0.56950 -0.39973
H 3.33164 3.12537 5.38609
H -4.58191 -1.05654 -0.90364
H 3.20365 -2.92510 0.47725
H 3.38499 0.79878 -2.16542
H -5.09713 0.53710 -2.78661
H 1.65187 1.01096 1.19308
H 3.89687 1.24454 1.99128
H -1.36973 0.82894 -1.70272
H -4.88985 0.43620 0.83710
H 4.35993 0.37925 -0.38229
H -2.31385 -2.68227 -0.81453
H -3.49116 -0.24508 2.24808
H -3.51616 1.49881 -2.52084
H -1.70266 -0.85522 -3.23548
H 1.73320 -1.31269 -4.39333
H 2.19857 -1.55429 0.63631
H -3.13742 -2.11844 0.75880
H -3.95295 1.39333 1.98143
H -2.72811 1.60969 0.13638
```

---

Entry 2:
DFT (the ωB97M-V functional and the def2-TZVPD basis) results for C12H34AgClN2O6 as an isolated structure at a distorted geometry.

Summary:
Multiplicity: 2
Net charge: +1
Orbital gap (spin up / spin down), eV: 7.4 / 3.4
Energy relative to the best compared isomer or geometry (same formula, charge and spin), kJ/mol: 0.0
Highest occupied orbital energy (spin up / spin down), eV: -10.8 / -10.8
⟨S²⟩: 0.75
Total energy, eV: -44772.27897

Geometry as XYZ:
```
56
C12H34AgClN2O6, DFT the ωB97M-V functional and the def2-TZVPD basis
Ag -2.33537 -3.02611 2.31905
Cl -0.35360 -1.44575 1.76031
O 3.74485 -0.78527 -1.20376
O -1.28524 4.60418 0.85109
O -4.09236 -2.05422 1.16486
O -0.50204 0.13554 -1.30001
O -1.98109 -3.74954 0.07341
O -0.72838 1.22532 -3.90234
N -1.62029 1.42096 2.50880
N 3.11258 -1.40931 1.49148
C 5.05089 -0.60273 -1.71640
C -4.14030 -2.65877 -0.16518
C -1.49536 5.94905 1.16600
C -1.47977 3.77428 1.96145
C 3.73129 -2.43344 0.60097
C -1.41372 2.34385 1.41648
C 3.22493 -3.79801 0.90592
C -2.76658 -2.86456 -0.74350
C 0.64395 0.78299 -1.93541
C 3.42825 -2.11114 -0.86051
C 0.08894 1.79170 -2.88916
C -2.51913 2.06617 0.39166
H -4.65399 -1.95138 -0.81822
H 2.21457 -4.07659 0.58795
H 2.14111 -1.66911 1.62381
H -1.21550 6.56012 0.30995
H -0.71292 3.96414 2.72219
H 5.81561 -1.14260 -1.13936
H -1.21947 0.50721 -3.48441
H 2.37583 -2.32040 -1.10190
H -0.43643 2.58716 -2.34293
H 5.15869 -0.91188 -2.76037
H 1.25057 -0.00657 -2.38087
H 3.77005 -4.55069 0.31101
H -0.85972 6.33569 1.97306
H 4.81121 -2.33484 0.74219
H -2.74573 1.00498 0.33438
H -2.16551 -1.95281 -0.78878
H 3.17200 -0.54389 0.96196
H -0.41735 2.11541 0.99026
H -3.42732 2.59222 0.70223
H -4.68299 -3.59937 -0.06476
H -1.51625 -4.44136 -0.40289
H 3.91779 -2.82698 -1.54408
H 1.22898 1.24903 -1.13682
H -1.45054 0.43477 2.19939
H -2.89397 -3.24759 -1.75744
H 5.30192 0.45089 -1.59570
H 3.41024 -4.09151 1.93893
H -2.54397 6.11704 1.42529
H -0.24721 -0.19183 -0.43371
H 0.90209 2.30416 -3.41185
H -2.25526 2.50771 -0.56062
H -1.03583 1.49544 3.35430
H -4.81491 -1.43209 1.27540
H -2.48825 3.91038 2.37719
```

---

Number 2 is which compound? C12H34AgClN2O6

---

Which value of multiplicity does entry 2 give? 2

---

The highest energy relative to the best compared isomer or geometry (same formula, charge and spin) belongs to which entry? C12H33NO4S2

---

multiplicity of number 2 (C12H34AgClN2O6)? 2